A molecular structure, C20H40MnP2Si in a non-equilibrium geometry, computed with wB97M-V/def2-TZVPD.

The geometry in XYZ format:
```
64
Properties=species:S:1:pos:R:3:forces:R:3:lowdin_charge:R:1
P -0.176 -1.449 -3.482 -0.13 0.38 -1.61 0.894
P 0.174 1.739 -3.452 -0.03 0.27 -1.20 0.874
C -0.379 -0.496 -5.108 -0.03 -0.52 0.23 -0.424
C 0.348 0.852 -5.094 -0.01 0.34 0.20 -0.419
H -1.461 -0.366 -5.273 0.31 0.04 0.04 0.072
H 0.011 -1.138 -5.914 -0.23 0.22 0.03 0.069
H 1.428 0.729 -5.283 -0.33 -0.03 0.06 0.074
H -0.057 1.521 -5.870 0.24 -0.18 0.05 0.073
C -1.522 2.410 -3.701 0.04 0.24 -0.12 -0.283
H -1.730 3.134 -2.902 -0.09 -0.17 -0.21 0.041
H -2.266 1.603 -3.654 0.18 0.20 0.04 0.040
H -1.585 2.913 -4.677 -0.13 -0.07 0.21 0.038
C 1.179 3.229 -3.822 -0.12 0.29 -0.19 -0.296
H 0.762 3.780 -4.679 0.24 -0.03 0.18 0.037
H 2.214 2.931 -4.044 -0.28 0.11 0.11 0.038
H 1.177 3.878 -2.935 0.08 -0.08 -0.27 0.034
C -1.103 -2.955 -3.977 0.04 -0.16 -0.09 -0.290
H -1.047 -3.673 -3.149 -0.11 0.04 -0.24 0.034
H -0.669 -3.399 -4.885 -0.23 0.00 0.21 0.035
H -2.156 -2.696 -4.159 0.26 -0.13 0.09 0.038
C 1.528 -2.056 -3.861 0.01 -0.15 0.15 -0.276
H 2.256 -1.234 -3.837 -0.19 -0.22 0.02 0.034
H 1.539 -2.525 -4.855 0.09 0.07 0.22 0.037
H 1.803 -2.799 -3.102 0.12 0.15 -0.17 0.039
Mn 0.029 -0.757 1.455 -0.41 0.51 -1.64 0.620
C 0.733 1.425 0.831 -0.25 0.03 0.35 -0.190
C -0.651 1.390 0.728 0.25 -0.16 0.80 -0.177
C -1.437 1.032 -0.503 -0.44 -0.02 -0.93 -0.216
C -1.820 -0.460 -0.774 -0.78 0.52 -0.09 -0.251
C -0.808 -1.515 -0.468 0.55 -0.36 1.75 -0.295
C 0.608 -1.394 -0.572 0.11 -0.23 1.61 -0.305
C 1.304 -0.191 -1.127 -0.10 0.96 -0.80 -0.318
C 1.716 1.012 -0.225 0.47 -0.71 -0.50 -0.213
C 0.317 -2.634 2.946 0.33 -0.83 -0.16 -0.138
H 1.182 1.955 1.681 -0.35 -0.24 -0.17 0.099
H -1.241 1.863 1.526 0.42 -0.19 -0.21 0.099
H -0.921 1.425 -1.398 -0.15 -0.25 0.65 0.018
H -2.390 1.589 -0.463 0.29 -0.18 0.03 0.113
H -2.748 -0.672 -0.212 0.46 -0.02 -0.06 0.105
H -2.126 -0.542 -1.835 0.08 0.23 0.06 0.067
H -1.223 -2.528 -0.364 0.19 0.38 -0.20 0.094
H 1.200 -2.322 -0.555 -0.38 0.29 -0.07 0.092
H 0.625 0.241 -1.897 0.89 -0.56 0.76 -0.066
H 2.206 -0.519 -1.670 -0.19 0.19 0.14 0.097
H 2.689 0.779 0.237 -0.36 0.13 0.05 0.104
H 1.923 1.864 -0.901 -0.07 -0.09 0.04 0.095
H 1.278 -3.067 3.255 -0.08 0.19 -0.11 0.096
H 0.289 -2.643 1.837 0.17 -0.67 0.19 0.029
H -0.467 -3.323 3.296 0.07 0.45 -0.16 0.104
C -1.579 1.238 6.432 -0.16 0.04 -0.16 -0.195
Si -0.031 0.207 6.204 0.04 0.42 0.36 0.439
C 1.475 1.279 6.520 0.18 0.02 -0.15 -0.194
C -0.054 -1.204 7.448 0.01 -0.34 -0.29 -0.189
C 0.038 -0.511 4.503 0.42 -1.80 -1.90 -0.038
C 0.130 -1.280 3.502 -0.88 1.65 3.21 -0.282
H -1.812 1.376 7.497 0.09 -0.03 -0.22 0.033
H -2.433 0.740 5.955 0.10 0.14 0.14 0.031
H -1.465 2.231 5.976 -0.05 -0.24 0.08 0.030
H 1.660 1.400 7.596 -0.09 -0.03 -0.24 0.032
H 2.364 0.819 6.068 -0.12 0.13 0.15 0.030
H 1.350 2.278 6.080 0.06 -0.22 0.07 0.030
H -0.951 -1.822 7.314 0.16 0.10 0.05 0.032
H 0.820 -1.854 7.310 -0.16 0.11 0.06 0.031
H -0.045 -0.837 8.483 -0.01 0.06 -0.24 0.034
```
Forces are in eV/Å.

Energy above the lowest of the compared OMol25 structures with the same formula, charge and spin: 24.7 kJ/mol
E_LUMO (alpha / beta): 0.2 / 0.3 eV
HOMO level (alpha / beta): -3.91 / -5.76 eV
Gap between HOMO and LUMO (alpha / beta): 4.15 / 6.05 eV
2S+1: 6
Total energy: -79158.339 eV
Expectation value of S²: 8.893
Largest force on an atom: 3.7 eV/Å